Entry 1:
Below is a structure of composition C23H19CeN7O4S in a non-equilibrium geometry, with properties calculated with ωB97M-V/def2-TZVPD.

The geometry in ORCA input format:
```
! wB97M-V def2-TZVPD RIJCOSX def2/J DEFGRID3
* xyz 2 1
Ce 0.907 0.236 -0.510
C 0.991 -3.264 5.902
C 2.310 -2.817 5.770
C 2.779 -2.142 4.685
C 1.852 -1.879 3.705
C 0.561 -2.364 3.746
C 0.118 -3.028 4.871
N 2.224 -1.136 2.563
N 3.372 -0.813 2.346
C 3.746 0.040 1.314
C 5.072 0.447 1.388
C 5.621 1.195 0.375
C 4.844 1.593 -0.670
C 3.544 1.221 -0.750
C 2.954 0.455 0.251
H 0.713 -3.836 6.765
H 2.968 -2.860 6.677
H 3.832 -1.727 4.639
H -0.099 -2.223 2.909
H -0.909 -3.328 4.961
H 5.673 0.106 2.213
H 6.629 1.556 0.236
H 5.277 2.264 -1.469
H 3.018 1.569 -1.637
C -3.564 -1.382 -3.411
C -2.079 -1.527 -3.790
N -1.588 -1.653 -4.979
N -0.191 -1.644 -4.659
C 0.131 -1.519 -3.348
S 1.619 -1.645 -2.573
N -1.059 -1.308 -2.756
N -1.296 -1.268 -1.403
H -4.091 -1.403 -4.457
H -3.848 -0.534 -2.858
H -3.788 -2.328 -2.930
H 0.531 -1.726 -5.370
H -1.257 -2.136 -0.836
H -2.142 -0.805 -1.125
O -0.029 1.995 -1.923
C -1.101 2.056 -1.291
N -1.140 1.477 -0.052
C -2.447 1.661 0.449
O -2.833 1.133 1.445
C -3.256 2.524 -0.497
C -4.476 3.149 -0.319
C -4.946 3.922 -1.433
C -4.155 4.054 -2.571
C -2.842 3.545 -2.725
C -2.412 2.715 -1.604
H -5.026 3.059 0.565
H -5.924 4.409 -1.374
H -4.545 4.565 -3.429
H -2.247 3.639 -3.641
O 0.902 -1.627 0.804
O 1.101 -0.666 1.811
*
```

Summary:
HOMO = -14.5 eV
Gap between HOMO and LUMO = 6.66 eV



Entry 2:
Below is a structure of composition C23H19Cl7N4O7SiW, with properties calculated with ωB97M-V/def2-TZVPD.

The geometry in ORCA input format:
```
! wB97M-V def2-TZVPD RIJCOSX def2/J DEFGRID3
* xyz 2 1
W -0.863 -0.147 0.186
C -1.244 -3.213 2.420
C -1.179 -3.318 0.934
C -1.314 -4.515 0.247
C -1.213 -4.547 -1.137
C -0.963 -3.391 -1.879
C -0.819 -2.237 -1.158
N -0.950 -2.215 0.196
N -0.601 -0.906 -1.542
Si -0.729 -0.227 -3.279
C 0.656 -1.005 -4.220
C -2.412 -0.748 -3.850
C -0.558 1.606 -3.026
H -2.278 -3.316 2.759
H -0.848 -2.267 2.780
H -0.680 -4.031 2.868
H -1.485 -5.425 0.805
H -1.324 -5.490 -1.656
H -0.879 -3.406 -2.955
H 0.609 -2.095 -4.213
H 1.632 -0.696 -3.848
H 0.584 -0.690 -5.265
H -2.413 -1.770 -4.234
H -2.733 -0.099 -4.669
H -3.162 -0.674 -3.061
H 0.126 1.869 -2.216
H -1.521 2.082 -2.836
H -0.142 2.054 -3.931
O -3.348 -0.673 -0.315
C -3.246 0.436 0.163
O -2.200 1.215 -0.255
C -3.761 0.810 1.504
C -4.943 1.398 1.900
C -5.141 1.556 3.259
C -4.219 1.157 4.208
C -3.037 0.577 3.790
C -2.799 0.392 2.433
O -1.646 -0.115 1.930
N -2.040 0.182 4.807
O -2.428 0.086 5.941
O -0.898 0.001 4.419
N -6.407 2.182 3.719
O -6.548 2.306 4.912
O -7.186 2.515 2.854
H -5.702 1.725 1.202
H -4.416 1.300 5.262
Cl 2.722 1.228 -1.906
C 4.367 0.657 -1.515
Cl 4.843 1.091 0.124
H 5.048 1.134 -2.209
H 4.380 -0.421 -1.614
Cl 0.163 2.166 0.826
C 1.295 1.007 1.511
C 1.088 -0.221 0.921
C 2.042 -1.211 1.201
Cl 2.106 -2.663 0.286
C 3.026 -0.967 2.160
Cl 4.188 -2.164 2.507
C 3.096 0.273 2.818
Cl 4.300 0.561 3.972
C 2.230 1.316 2.463
Cl 2.340 2.881 3.116
*
```

Summary:
HOMO = -14.9 eV
Gap between HOMO and LUMO = 6.22 eV



Entry 3:
Below is a structure of composition C23H19CrIN3O6 in a non-equilibrium geometry, with properties calculated with ωB97M-V/def2-TZVPD.

The geometry in ORCA input format:
```
! wB97M-V def2-TZVPD RIJCOSX def2/J DEFGRID3
* xyz 0 2
Cr 0.426 -0.102 0.111
O -2.826 2.335 -1.682
C -3.557 2.450 -0.556
C -4.723 3.211 -0.615
C -5.500 3.386 0.512
C -5.139 2.799 1.722
C -3.999 2.026 1.786
C -3.199 1.835 0.657
C -2.005 0.983 0.740
O -1.115 1.039 -0.213
N -1.878 0.163 1.749
N -0.706 -0.543 1.638
C -0.476 -1.424 2.553
C 0.688 -2.262 2.621
C 0.811 -3.163 3.695
C 1.892 -4.000 3.818
C 2.897 -3.967 2.846
C 2.808 -3.102 1.781
C 1.715 -2.226 1.635
O 1.694 -1.389 0.628
H -1.993 1.881 -1.457
H -4.993 3.663 -1.561
H -6.394 3.993 0.452
H -5.748 2.947 2.604
H -3.698 1.542 2.704
H -1.233 -1.526 3.325
H 0.023 -3.188 4.439
H 1.961 -4.686 4.652
H 3.749 -4.629 2.931
H 3.573 -3.064 1.016
I 1.023 -1.238 -8.529
C 0.914 -0.994 -6.443
C -0.201 -1.459 -5.764
C -0.265 -1.305 -4.389
C 0.775 -0.682 -3.709
C 1.882 -0.211 -4.406
C 1.961 -0.373 -5.779
C 0.698 -0.490 -2.240
O 1.454 0.335 -1.652
O -0.152 -1.129 -1.546
H -1.011 -1.932 -6.301
H -1.121 -1.662 -3.830
H 2.674 0.281 -3.858
H 2.822 -0.014 -6.325
C 3.204 2.746 1.916
C 2.350 1.514 2.009
N 2.669 0.622 2.952
O 1.389 1.375 1.248
H 3.937 2.807 2.717
H 2.563 3.625 1.929
H 3.715 2.728 0.952
H 3.493 0.728 3.513
H 2.170 -0.256 3.003
*
```

Summary:
HOMO (alpha / beta) = -7.9 / -7.9 eV
Gap between HOMO and LUMO (alpha / beta) = 7.22 / 7.57 eV



Entry 4:
Below is a structure of composition C23H19F6N4O6S4W, with properties calculated with ωB97M-V/def2-TZVPD.

The geometry in ORCA input format:
```
! wB97M-V def2-TZVPD RIJCOSX def2/J DEFGRID3
* xyz 1 3
W -0.843 -0.205 -0.035
C -3.001 2.647 1.240
C -3.436 1.236 1.422
N -2.773 0.156 1.045
C -3.437 -0.998 1.436
C -4.603 -0.786 2.096
S -4.890 0.888 2.230
C -2.800 -2.269 1.130
C -3.252 -3.527 1.371
S -2.109 -4.665 0.825
C -1.067 -3.417 0.313
N -1.558 -2.218 0.533
C 0.224 -3.729 -0.357
H -2.770 2.845 0.198
H -2.118 2.848 1.847
H -3.789 3.330 1.552
H -5.285 -1.520 2.488
H -4.181 -3.824 1.826
H 0.616 -4.681 -0.002
H 0.963 -2.956 -0.153
H 0.073 -3.805 -1.436
O -1.061 -2.079 -3.678
C -0.714 -1.522 -2.672
O -1.507 -1.179 -1.679
C 0.720 -1.158 -2.411
C 1.702 -1.341 -3.361
C 3.000 -0.975 -3.038
C 3.259 -0.441 -1.786
C 2.217 -0.263 -0.892
N 0.961 -0.615 -1.204
H 1.425 -1.761 -4.317
H 3.799 -1.103 -3.756
H 4.256 -0.147 -1.492
H 2.378 0.166 0.085
F 2.772 3.089 0.683
C 2.015 3.421 -0.356
F 2.364 2.687 -1.407
F 2.170 4.702 -0.635
S 0.235 3.124 0.065
O 0.197 1.659 0.307
O -0.036 3.954 1.183
N -0.565 3.509 -1.218
S -1.011 2.324 -2.173
O -1.852 1.379 -1.415
O 0.005 1.750 -2.994
C -2.184 3.196 -3.301
F -1.549 4.192 -3.891
F -3.230 3.652 -2.628
F -2.580 2.307 -4.199
C -0.027 -0.503 1.982
C 1.447 -0.534 2.196
C 2.173 0.625 2.465
C 3.557 0.592 2.557
C 4.243 -0.602 2.390
C 3.530 -1.774 2.168
C 2.148 -1.737 2.080
H -0.461 0.374 2.486
H -0.479 -1.381 2.445
H 1.649 1.562 2.606
H 4.102 1.503 2.765
H 5.322 -0.624 2.462
H 4.052 -2.716 2.075
H 1.597 -2.659 1.933
*
```

Summary:
HOMO (alpha / beta) = -11.3 / -11.2 eV
Gap between HOMO and LUMO (alpha / beta) = 8.29 / 7.36 eV



DFT total energy (eV)
-66523.5307; -141792.7860; -77439.6718; -103872.2165
Relative energy (zero: lowest compared OMol25 entry of this formula, charge and spin) (kcal per mole)
93.3; 21.0; 6.8; 3.1